106
Properties=species:S:1:pos:R:3:lowdin_charge:R:1 method="wB97M-V/def2-TZVPD" relative_energy_kj_mol=51.03 spin_multiplicity=4 charge=-1 homo_lumo_gap_ha="0.214 / 0.253" lumo_energy_ev="2.198 / 2.191" energy_ev=-139838.3134
V -2.052 -0.774 2.781 0.451
C 2.102 -3.846 0.805 -0.073
C 1.902 -2.448 0.324 -0.267
C 2.802 -1.469 0.558 0.032
C 2.569 -0.160 0.051 -0.248
N 1.448 0.137 -0.515 0.145
N 0.487 -0.804 -0.669 0.056
B -0.850 -0.153 -1.027 -0.722
N -2.183 -0.786 -0.863 0.092
N -1.776 -0.578 -2.179 0.198
C -2.158 -1.445 -3.150 -0.214
C -3.171 -2.309 -2.847 0.010
C -3.718 -2.405 -1.536 -0.286
C -4.824 -3.365 -1.241 -0.091
C -3.113 -1.678 -0.504 -0.655
S -3.564 -1.869 1.140 0.731
C -1.460 -1.266 -4.480 -0.531
C -1.677 0.176 -4.962 -0.046
C -2.009 -2.229 -5.530 -0.064
C 0.042 -1.513 -4.291 -0.036
N -0.842 1.365 -0.893 0.050
N -0.180 1.885 -1.956 0.178
C -0.194 3.161 -2.149 -0.228
C -0.900 4.027 -1.260 0.042
C -1.609 3.516 -0.230 -0.246
C -2.387 4.382 0.702 -0.083
C -1.607 2.074 -0.032 -0.586
S -2.560 1.436 1.183 0.811
C 0.514 3.719 -3.373 -0.544
C 1.282 2.628 -4.118 -0.045
C -0.542 4.319 -4.311 -0.039
C 1.501 4.809 -2.938 -0.044
C 0.695 -2.133 -0.418 -0.641
S -0.329 -3.336 -0.945 0.773
C 3.597 0.968 0.098 -0.533
C 4.719 0.680 1.095 -0.057
C 4.208 1.089 -1.305 -0.040
C 2.907 2.282 0.471 -0.035
H 3.063 -3.938 1.312 0.079
H 2.049 -4.549 -0.026 0.064
H 1.295 -4.126 1.487 0.056
H 3.701 -1.685 1.120 0.112
H -3.558 -2.964 -3.614 0.105
H -5.213 -3.794 -2.165 0.070
H -5.646 -2.882 -0.709 0.071
H -4.482 -4.181 -0.598 0.073
H -2.735 0.365 -5.152 0.090
H -1.122 0.348 -5.889 0.085
H -1.333 0.887 -4.212 0.051
H -3.081 -2.092 -5.678 0.083
H -1.829 -3.269 -5.250 0.088
H -1.510 -2.047 -6.483 0.082
H 0.479 -0.764 -3.626 0.075
H 0.550 -1.449 -5.256 0.084
H 0.224 -2.495 -3.853 0.069
H -0.888 5.096 -1.429 0.115
H -2.291 5.428 0.410 0.076
H -2.036 4.247 1.726 0.083
H -3.438 4.095 0.706 0.074
H 0.639 1.799 -4.401 0.057
H 2.082 2.227 -3.499 0.066
H 1.725 3.054 -5.021 0.087
H -1.247 3.551 -4.634 0.085
H -0.063 4.740 -5.197 0.084
H -1.109 5.116 -3.825 0.079
H 2.226 4.411 -2.225 0.083
H 1.001 5.660 -2.474 0.075
H 2.047 5.180 -3.807 0.085
H 5.268 -0.228 0.842 0.077
H 4.344 0.585 2.115 0.069
H 5.431 1.507 1.080 0.086
H 4.758 0.183 -1.572 0.086
H 4.899 1.934 -1.348 0.083
H 3.424 1.232 -2.046 0.061
H 2.522 2.255 1.491 0.081
H 2.068 2.476 -0.196 0.063
H 3.621 3.107 0.389 0.084
O -3.158 0.376 6.165 -0.300
S -3.367 -0.443 5.006 0.331
O -4.513 -1.311 5.016 -0.309
O -3.340 0.397 3.705 -0.522
O -2.091 -1.265 4.667 -0.442
C 0.990 -4.830 4.893 -0.017
N 0.116 -4.289 3.878 -0.128
C -0.747 -4.993 3.064 -0.064
C -1.438 -4.060 2.356 -0.156
N -1.017 -2.806 2.716 -0.046
C -0.092 -2.983 3.635 -0.187
H 1.447 -5.749 4.529 0.088
H 0.439 -5.036 5.811 0.093
H 1.777 -4.108 5.102 0.092
H -0.775 -6.068 3.060 0.113
H -2.195 -4.193 1.605 0.065
H 0.431 -2.192 4.146 0.119
S 0.205 -0.021 2.468 0.706
C 0.739 0.777 3.940 -0.610
C -0.126 1.422 4.826 -0.096
C 0.366 2.030 5.970 -0.083
C 1.725 2.024 6.256 -0.118
C 2.594 1.384 5.381 -0.116
C 2.104 0.763 4.244 -0.148
H -1.190 1.449 4.630 0.082
H -0.333 2.511 6.643 0.105
H 2.101 2.503 7.152 0.088
H 3.658 1.359 5.587 0.091
H 2.780 0.241 3.576 0.071